The following is a DFT calculation (ωB97M-V/def2-TZVPD) of a structure of composition C19H21CrN8O2S at a distorted geometry.

Positions of all 52 atoms, in Å:
Cr (0.34, 0.28, -0.97)
O (0.90, -1.70, 2.93)
C (-0.41, -1.69, 3.27)
C (-0.75, -2.16, 4.54)
C (-2.08, -2.14, 4.95)
C (-3.10, -1.70, 4.11)
C (-2.78, -1.23, 2.87)
C (-1.45, -1.22, 2.42)
C (-1.22, -0.63, 1.13)
O (0.04, -0.67, 0.66)
N (-2.19, -0.08, 0.40)
N (-1.65, 0.38, -0.79)
C (-2.38, 0.83, -1.72)
C (-1.64, 1.21, -2.93)
C (-2.20, 1.75, -4.06)
C (-1.42, 2.06, -5.18)
C (-0.07, 1.83, -5.07)
C (0.45, 1.30, -3.90)
N (-0.29, 0.99, -2.84)
H (0.96, -1.28, 2.05)
H (0.04, -2.54, 5.18)
H (-2.32, -2.49, 5.94)
H (-4.13, -1.72, 4.42)
H (-3.52, -0.87, 2.18)
H (-3.46, 0.86, -1.60)
H (-3.27, 1.88, -4.06)
H (-1.89, 2.45, -6.07)
H (0.61, 2.00, -5.89)
H (1.52, 1.14, -3.83)
N (2.34, 3.46, 2.67)
C (1.57, 3.40, 1.57)
C (1.37, 2.17, 0.90)
N (0.67, 2.13, -0.23)
C (0.12, 3.26, -0.72)
C (0.30, 4.42, 0.01)
N (1.03, 4.53, 1.11)
H (2.70, 2.63, 3.12)
H (2.42, 4.34, 3.13)
H (1.76, 1.21, 1.24)
H (-0.45, 3.24, -1.63)
H (-0.17, 5.33, -0.34)
C (2.12, -4.36, 0.20)
N (2.29, -2.92, -0.07)
C (2.21, -2.39, -1.28)
N (1.92, -3.17, -2.29)
S (2.47, -0.68, -1.56)
H (2.18, -4.55, 1.27)
H (2.95, -4.89, -0.27)
H (1.17, -4.73, -0.20)
H (2.62, -2.33, 0.68)
H (1.84, -4.18, -2.20)
H (1.91, -2.78, -3.21)

Results
Charge   +2
Energy relative to the best compared isomer or geometry (same formula, charge and spin)   0.0 kcal/mol
Frontier orbital gap (alpha / beta)   5.94 / 6.22 eV
HOMO level (alpha / beta)   -13.560 / -13.553 eV
<S²>   3.787
2S+1   4
Electronic energy   -2767.3972 Eh


The following is a DFT calculation (ωB97M-V/def2-TZVPD) of a structure of composition C19H21F2N5O2 at a distorted geometry.

Positions of all 49 atoms, in Å:
C (1.41, 4.57, -3.19)
C (1.86, 3.14, -2.93)
N (1.06, 2.04, -2.77)
C (1.56, 1.00, -2.54)
C (2.81, 0.89, -2.49)
N (3.85, 1.92, -2.54)
C (3.41, 3.19, -2.81)
H (4.06, 3.72, -3.17)
C (3.55, -0.52, -1.92)
N (3.09, -0.59, -0.41)
C (2.22, -1.43, -0.03)
O (1.54, -2.10, -0.92)
C (1.52, -1.01, 1.31)
H (2.60, -0.84, 2.03)
H (1.27, -2.08, 1.71)
C (0.62, 0.05, 1.64)
N (-0.84, -0.54, 1.35)
C (-1.23, -0.30, 0.02)
C (-1.40, 0.96, -0.26)
N (0.02, 1.73, 0.07)
C (0.89, 1.17, 0.65)
O (2.21, 1.71, 0.89)
H (0.29, 2.44, -0.52)
H (-1.98, 1.61, 0.51)
H (-1.63, 1.09, -1.49)
H (-0.62, -0.90, -0.71)
H (-2.34, -0.72, -0.15)
C (-1.67, -0.76, 2.36)
C (-2.61, -1.66, 2.31)
C (-4.00, -1.61, 2.83)
C (-4.82, -2.83, 2.66)
C (-4.51, -3.93, 2.00)
C (-3.18, -4.08, 1.66)
C (-2.37, -2.87, 1.65)
H (-1.32, -2.99, 1.27)
H (-2.77, -5.14, 1.26)
H (-5.25, -4.82, 1.95)
F (-6.00, -2.50, 3.40)
F (-4.34, -0.51, 3.31)
H (-1.02, -0.69, 3.35)
H (-2.34, 0.42, 2.52)
H (0.79, 0.37, 2.76)
H (3.52, 0.23, 0.15)
H (3.06, -1.19, -2.36)
H (4.70, -0.52, -2.01)
H (0.76, 0.18, -2.38)
H (1.78, 5.06, -4.10)
H (0.18, 4.55, -3.38)
H (1.59, 5.10, -2.51)

Results
Charge   0
Frontier orbital gap   8.34 eV
HOMO level   -8.189 eV
Electronic energy   -1360.0094 Eh


The following is a DFT calculation (ωB97M-V/def2-TZVPD) of a structure of composition C19H21F4N7SSr.

Positions of all 53 atoms, in Å:
Sr (0.87, 0.68, -1.05)
C (-3.88, -2.31, -1.00)
C (-2.58, -1.89, -0.34)
N (-2.78, -1.04, 0.82)
C (-3.64, -1.57, 1.87)
C (-3.16, -2.81, 2.64)
C (-1.55, -0.41, 1.27)
C (-0.33, -1.31, 1.58)
N (0.67, -1.23, 0.54)
C (1.69, -2.11, 0.53)
C (2.64, -2.08, -0.52)
F (2.50, -1.12, -1.53)
C (3.73, -2.91, -0.65)
F (4.53, -2.75, -1.72)
C (3.99, -3.90, 0.28)
C (3.10, -3.96, 1.33)
F (3.29, -4.88, 2.29)
C (2.01, -3.12, 1.47)
F (1.25, -3.29, 2.57)
H (-3.68, -2.75, -1.97)
H (-4.54, -1.45, -1.14)
H (-4.42, -3.05, -0.41)
H (-1.98, -1.31, -1.05)
H (-1.98, -2.79, -0.11)
H (-4.61, -1.78, 1.42)
H (-3.81, -0.76, 2.58)
H (-2.92, -3.63, 1.96)
H (-3.95, -3.15, 3.31)
H (-2.28, -2.61, 3.24)
H (-1.80, 0.18, 2.16)
H (-1.31, 0.33, 0.49)
H (-0.70, -2.33, 1.71)
H (0.07, -1.02, 2.56)
H (4.83, -4.56, 0.19)
N (0.92, 4.99, 0.33)
C (0.40, 4.67, 1.56)
C (0.44, 3.31, 1.63)
N (0.94, 2.80, 0.46)
C (1.21, 3.83, -0.30)
C (1.82, 3.73, -1.63)
N (2.37, 2.63, -2.09)
C (2.84, 2.94, -3.34)
C (2.56, 4.24, -3.63)
N (1.91, 4.74, -2.52)
H (1.05, 5.92, -0.03)
H (0.08, 5.42, 2.26)
H (0.13, 2.68, 2.44)
H (3.34, 2.22, -3.96)
H (2.72, 4.84, -4.51)
H (1.38, 5.59, -2.51)
S (-1.31, 3.94, -4.01)
C (-1.12, 2.59, -3.09)
N (-0.94, 1.65, -2.40)

Results
Charge   0
Energy relative to the best compared isomer or geometry (same formula, charge and spin)   4.4 kcal/mol
Frontier orbital gap   6.96 eV
HOMO level   -7.058 eV
Electronic energy   -1948.3597 Eh


The following is a DFT calculation (ωB97M-V/def2-TZVPD) of a structure of composition C19H21IMnN4O7S2.

Positions of all 55 atoms, in Å:
Mn (1.30, -1.16, -1.34)
O (3.39, -0.67, 1.68)
S (2.82, -0.24, 0.46)
O (1.30, -0.39, 0.38)
O (3.18, -1.06, -0.75)
C (3.22, 1.44, 0.14)
C (4.28, 1.92, 0.90)
C (4.76, 3.21, 0.66)
C (4.19, 3.99, -0.32)
C (3.13, 3.51, -1.08)
C (2.62, 2.24, -0.86)
S (1.19, 1.82, -1.84)
O (1.18, 2.67, -2.97)
O (0.04, 1.81, -0.97)
O (1.48, 0.38, -2.30)
H (4.72, 1.29, 1.65)
H (5.59, 3.58, 1.25)
H (4.57, 4.98, -0.52)
H (2.68, 4.12, -1.85)
C (-1.07, 1.96, 1.95)
C (-2.29, 1.97, 1.01)
N (-3.24, 0.93, 1.35)
C (-3.89, 0.95, 2.64)
C (-3.41, -0.23, 3.51)
C (-3.69, -0.07, 0.39)
O (-4.77, -0.54, 0.56)
C (-2.81, -0.44, -0.75)
C (-3.40, -0.67, -1.99)
C (-2.60, -1.08, -3.05)
C (-1.25, -1.27, -2.81)
N (-0.69, -1.09, -1.61)
C (-1.46, -0.67, -0.60)
H (-0.40, 2.74, 1.59)
H (-0.53, 1.02, 1.89)
H (-1.34, 2.17, 2.98)
H (-1.98, 1.88, -0.03)
H (-2.83, 2.91, 1.16)
H (-4.96, 0.84, 2.46)
H (-3.68, 1.90, 3.10)
H (-3.67, -1.18, 3.05)
H (-3.92, -0.16, 4.46)
H (-2.34, -0.18, 3.68)
H (-4.47, -0.53, -2.12)
H (-3.01, -1.24, -4.03)
H (-0.59, -1.57, -3.61)
H (-0.95, -0.51, 0.35)
I (0.15, -7.17, -1.26)
C (1.02, -5.33, -1.01)
C (2.29, -5.05, -0.51)
N (2.45, -3.73, -0.53)
N (1.36, -3.11, -1.03)
C (0.48, -4.09, -1.32)
H (3.07, -5.71, -0.16)
H (3.27, -3.19, -0.31)
H (-0.49, -3.86, -1.72)

Results
Charge   +2
Energy relative to the best compared isomer or geometry (same formula, charge and spin)   0.0 kcal/mol
Frontier orbital gap (alpha / beta)   6.76 / 4.41 eV
HOMO level (alpha / beta)   -14.117 / -14.124 eV
<S²>   3.779
2S+1   4
Electronic energy   -3726.8136 Eh


The following is a DFT calculation (ωB97M-V/def2-TZVPD) of a structure of composition C19H21IrN5O4S.

Positions of all 51 atoms, in Å:
Ir (0.51, 0.40, 0.51)
C (-2.94, 3.12, 7.32)
C (-2.13, 3.06, 6.06)
C (-2.17, 4.09, 5.13)
C (-1.40, 4.04, 3.97)
C (-0.60, 2.93, 3.75)
C (-0.54, 1.89, 4.66)
C (-1.30, 1.96, 5.81)
S (0.35, 2.86, 2.29)
O (1.45, 1.93, 2.49)
O (0.54, 4.17, 1.77)
N (-0.52, 1.95, 1.19)
C (-1.32, 2.39, 0.13)
C (-2.08, 3.54, 0.03)
C (-2.77, 3.72, -1.16)
C (-2.69, 2.78, -2.17)
C (-1.89, 1.66, -1.98)
N (-1.23, 1.47, -0.84)
H (-3.70, 3.89, 7.26)
H (-2.28, 3.36, 8.16)
H (-3.41, 2.17, 7.53)
H (-2.79, 4.96, 5.31)
H (-1.41, 4.86, 3.27)
H (0.13, 1.05, 4.49)
H (-1.26, 1.15, 6.53)
H (-2.11, 4.27, 0.82)
H (-3.38, 4.61, -1.30)
H (-3.22, 2.90, -3.10)
H (-1.78, 0.89, -2.74)
C (-1.25, -2.13, -1.01)
C (-0.69, -2.63, 0.30)
O (-0.51, -1.52, 1.20)
C (-0.17, -1.89, 2.56)
C (1.32, -2.12, 2.74)
H (-1.49, -2.98, -1.64)
H (-0.53, -1.51, -1.54)
H (-2.17, -1.57, -0.83)
H (0.27, -3.13, 0.16)
H (-1.38, -3.32, 0.78)
H (-0.75, -2.77, 2.82)
H (-0.52, -1.06, 3.18)
H (1.69, -2.88, 2.05)
H (1.51, -2.47, 3.75)
H (1.88, -1.20, 2.58)
O (1.81, -0.76, -0.37)
N (2.56, 0.23, -0.91)
C (3.83, 0.07, -0.84)
C (4.67, 1.11, -1.36)
N (5.36, 1.92, -1.79)
C (4.42, -1.10, -0.25)
N (4.85, -2.04, 0.25)

Results
Charge   +1
Frontier orbital gap (alpha / beta)   8.70 / 6.48 eV
HOMO level (alpha / beta)   -12.261 / -12.513 eV
<S²>   6.019
2S+1   5
Electronic energy   -1813.4019 Eh